Record 1
The following is a DFT calculation (ωB97M-V with the def2-TZVPD basis set) of a 5-piece molecular cluster, C23H49N2O19PS overall.

Geometry as ORCA input:
```
! RIJCOSX wB97M-V def2-TZVPD def2/J DEFGRID3
* xyz 0 1
C 2.51940 -0.72036 4.28920
C 2.79690 -1.08917 2.84315
O 3.90834 -1.99370 2.76802
C 1.62951 -1.79538 2.14490
O 0.64771 -0.95964 1.52378
N 0.41600 0.21725 2.24249
C -0.93024 0.24780 2.89341
C -1.59521 -1.11948 2.84036
C -2.96928 -1.24471 3.56223
S -3.81462 0.19472 4.13042
O -5.08403 -0.21277 4.64477
O -2.95667 1.00093 4.94436
O -4.10425 0.94446 2.76218
C 0.76658 1.29023 1.43422
O 1.40959 1.21912 0.44094
O 0.32645 2.51052 1.90811
P 0.91430 3.05745 3.33812
N 2.41904 2.78911 3.56533
H 1.94844 0.20582 4.33778
H 3.45139 -0.54185 4.82057
H 1.92505 -1.48980 4.78688
H 3.07294 -0.20722 2.26627
H 3.81582 -2.62469 3.49110
H 2.04449 -2.39018 1.33393
H 1.15138 -2.49500 2.84171
H -1.52772 0.98732 2.36910
H -0.79624 0.53072 3.92869
H -0.92467 -1.82023 3.33541
H -1.70352 -1.47963 1.82171
H -2.90399 -1.91540 4.41484
H -3.68594 -1.69750 2.87619
H -3.50491 0.66932 2.05681
H 0.48382 4.38480 3.30655
H 0.07749 2.43475 4.25782
H 2.95818 3.64397 3.62301
C -5.85613 1.65418 -0.02865
C -6.20424 0.57475 -1.02972
O -6.30848 1.09490 -2.36614
C -5.14883 1.29786 -2.99145
O -4.04981 1.07656 -2.54572
O -5.40858 1.78133 -4.20054
C -4.24587 2.10206 -4.97279
H -6.56902 2.47667 -0.08484
H -5.87446 1.24653 0.98117
H -4.86289 2.05902 -0.22462
H -7.18090 0.14789 -0.81298
H -5.47483 -0.23404 -1.01587
H -3.56240 1.25837 -5.02196
H -3.73900 2.96565 -4.54628
H -4.59453 2.34344 -5.97162
C 5.38299 -0.93529 0.12608
C 6.71471 -1.64133 0.21741
O 7.76856 -0.89499 -0.41888
C 8.27282 0.10384 0.29672
O 7.96174 0.41101 1.41726
O 9.20570 0.71089 -0.44031
C 9.81250 1.83986 0.19120
H 5.14913 -0.69122 -0.91153
H 4.60092 -1.57245 0.52744
H 5.39490 -0.00526 0.69377
H 6.68697 -2.58822 -0.31828
H 6.98480 -1.84553 1.25250
H 10.19414 1.57574 1.17454
H 9.09565 2.65415 0.28181
H 10.63039 2.13925 -0.45693
C -4.22569 -6.89476 -0.23059
C -4.33918 -5.70704 0.69836
O -3.15966 -4.88347 0.65664
C -3.08445 -4.05203 -0.38147
O -3.91384 -3.90802 -1.23925
O -1.93316 -3.38603 -0.29222
C -1.68738 -2.46711 -1.36739
H -3.31907 -7.46035 -0.01435
H -5.08631 -7.55098 -0.10467
H -4.18650 -6.57284 -1.27009
H -4.41344 -6.03170 1.73414
H -5.21438 -5.10126 0.46784
H -2.52896 -1.79097 -1.50125
H -1.49945 -3.01029 -2.29104
H -0.80124 -1.90768 -1.08093
C 0.28099 3.55112 -2.42517
C -0.08120 2.43171 -3.37584
O -0.19812 2.91035 -4.72932
C 0.94837 3.08721 -5.37820
O 2.05095 2.86045 -4.95653
O 0.66538 3.55436 -6.59617
C 1.81362 3.83039 -7.40220
H -0.42886 4.37423 -2.52541
H 0.26721 3.19127 -1.39813
H 1.27728 3.93518 -2.63910
H -1.06374 2.02918 -3.13276
H 0.64079 1.61808 -3.32371
H 2.46961 2.96477 -7.45140
H 2.35984 4.68343 -7.00360
H 1.43310 4.06554 -8.39135
*
```

Properties
E = -86650.849 eV
SMILES = C[C@@H](O)CON(CCCS(=O)(=O)O)C(=O)O[PH2]=N.CCOC(=O)OC.CCOC(=O)OC.CCOC(=O)OC.CCOC(=O)OC
Kohn-Sham gap = 0.3659 hartree

Atom charges from the Mulliken analysis, given in e for atoms 1 to 4: C -1.317; C 0.572; O -0.530; C -0.530



Record 2
The following is a DFT calculation (ωB97M-V with the def2-TZVPD basis set) of C8H14F6N5O6ReS2 as an isolated structure.

Geometry as ORCA input:
```
! RIJCOSX wB97M-V def2-TZVPD def2/J DEFGRID3
* xyz 3 4
Re 1.10588 2.09416 0.52068
N 1.65296 0.75760 -1.05677
C 0.44927 0.22363 -1.81523
C 0.65295 -1.16694 -2.43857
C 0.17138 -2.41912 -1.67102
C -1.14481 -3.01542 -2.23816
N -2.25676 -3.13639 -1.30301
C -2.58934 -4.23891 -0.62116
N -1.80834 -5.31582 -0.62274
N -3.71272 -4.25488 0.09196
C -0.75535 0.35491 -0.90460
O -1.78700 -0.20492 -1.00336
O -0.52805 1.25543 0.14616
H 2.27450 1.22077 -1.72637
H 2.20679 -0.01737 -0.67387
H 0.29200 0.93590 -2.63155
H 1.71461 -1.24946 -2.68575
H 0.15930 -1.14090 -3.41082
H 0.06855 -2.24713 -0.59745
H 0.96087 -3.16294 -1.77600
H -0.96954 -3.99637 -2.68090
H -1.51254 -2.40336 -3.06065
H -2.88131 -2.34774 -1.23043
H -0.97434 -5.36446 -1.18142
H -2.11659 -6.17481 -0.19476
H -4.38287 -3.50644 0.02391
H -4.00402 -5.08210 0.58846
F -0.23325 2.66342 5.01370
C -0.29380 2.11979 3.84371
F -0.72679 0.89180 3.86465
F -0.96315 2.85199 2.97837
S 1.53253 2.03755 3.19915
O 1.57087 0.91245 2.16032
O 2.45054 2.03007 4.25412
N 1.70197 3.25600 2.04473
S 1.19138 4.70825 1.34687
O 0.31625 5.52665 2.07125
O 0.70689 4.05338 0.04275
C 2.88252 5.53105 0.90032
F 3.55585 4.62871 0.22583
F 3.44806 5.82773 2.02820
F 2.57466 6.56426 0.17946
*
```

Properties
E = -68333.327 eV
ΔE to the lowest compared entry with this formula, charge and spin = 0.00 kcal per mole
Kohn-Sham gap (alpha / beta) = 0.2783 / 0.2430 hartree

Atom charges from the Mulliken analysis, given in e for atoms 1 to 4: Re 1.602; N -0.602; C 0.324; C -1.158



Record 3
The following is a DFT calculation (ωB97M-V with the def2-TZVPD basis set) of a 3-piece molecular cluster, C4H15N4O3 overall at a distorted geometry.

Geometry as ORCA input:
```
! RIJCOSX wB97M-V def2-TZVPD def2/J DEFGRID3
* xyz 1 1
C -1.46482 2.82177 -1.27493
C -0.02334 -0.03296 1.86089
C 1.41305 -2.85693 0.85754
C -0.53023 0.85296 -0.37367
N -0.03356 0.60504 -2.40246
N -0.75506 2.08064 -0.16546
N -0.17996 -0.13411 0.36698
N 0.56356 -2.70145 -0.35934
O -2.73636 3.18765 -0.80728
O -0.33049 1.24767 2.40634
O 2.29708 -1.92129 1.01656
H -1.49699 2.17550 -2.08986
H -0.91371 3.78819 -1.53060
H -0.60996 -0.90236 2.34072
H 0.97391 -0.41948 2.32676
H 1.90174 -3.85011 0.98083
H 0.51666 -2.80069 1.52570
H 0.43953 -0.32919 -2.56067
H 0.63810 1.40685 -2.57951
H -0.83221 2.53743 0.70893
H 0.00082 -1.15874 -0.01579
H -0.10195 -3.52496 -0.44114
H 1.09095 -2.70203 -1.17978
H -3.36619 2.96135 -1.52019
H 0.52833 1.69217 2.52022
H 3.01108 -2.02290 0.38920
*
```

Properties
E = -16483.375 eV
ΔE to the lowest compared entry with this formula, charge and spin = 87.56 kcal per mole
Kohn-Sham gap (alpha / beta) = 0.3454 / 0.3454 hartree

Atom charges from the natural (NBO) analysis, given in e for atoms 1 to 4: C 0.094; C 0.057; C 0.102; C 0.768